The following is a DFT calculation (wB97M-V/def2-TZVPD) of a cluster of 5 separate species, C7H20Cl8OP in total.

```
37
Properties=species:S:1:pos:R:3:forces:R:3
H 2.855899 2.919601 0.793885 0.009 -0.041 -0.065
H -5.091292 -1.859812 2.743193 0.009 0.003 -0.005
H 1.239768 2.527736 -0.514362 0.020 -0.068 0.033
H -5.609148 -7.497761 2.146912 0.001 0.007 0.002
H 3.047386 3.857842 -1.447415 0.016 -0.016 0.033
Cl -2.146646 -0.537427 -3.462118 0.012 -0.003 0.002
H 2.747328 2.454946 -2.523492 -0.008 0.021 0.014
Cl -7.738070 -7.644504 3.117827 -0.002 -0.007 0.008
Cl -0.273106 -0.422413 1.875530 -0.224 -0.153 0.108
C 6.775856 2.340353 -0.829523 0.068 -0.100 -0.077
H 4.974871 3.100564 0.078464 0.036 -0.058 -0.016
H -2.837719 1.477779 -2.490585 -0.003 -0.008 -0.008
Cl -0.508205 1.735207 -2.533539 -0.121 -0.009 -0.079
C -6.008779 -7.270059 3.127450 0.006 0.001 -0.016
H 7.379622 2.635222 0.032373 0.005 0.022 -0.025
H 3.824047 1.136105 0.136109 -0.065 0.001 -0.003
Cl -2.841205 0.237530 0.597102 -0.059 0.069 -0.039
H 2.158627 0.682652 -1.099248 -0.001 0.017 0.057
C -5.198391 -2.309900 1.764482 0.031 0.014 0.009
C -1.080621 0.553431 0.657390 0.218 0.021 -0.058
C 5.491422 3.135655 -0.883837 -0.190 0.186 -0.034
C -2.058053 1.219915 -3.198178 0.048 0.051 0.013
H -4.456833 -1.930762 1.072813 -0.004 -0.021 -0.001
H 7.370320 2.483979 -1.735512 -0.027 -0.003 0.011
H 1.868390 1.095182 0.925178 0.038 -0.024 0.023
H 5.705675 4.196810 -1.102097 0.009 -0.013 0.076
O 4.662859 2.620873 -1.903933 0.100 -0.174 0.009
Cl -4.948942 -4.057668 1.934528 0.016 0.009 -0.022
H 6.535871 1.279156 -0.746240 0.006 0.034 0.060
Cl -6.808687 -1.925374 1.145004 -0.002 -0.001 -0.002
C 3.274116 2.790950 -1.623749 0.003 0.089 -0.063
H -5.889857 -6.221673 3.368846 -0.015 -0.014 0.021
H -2.214082 1.703012 -4.155617 0.002 -0.008 0.009
H -0.675158 0.318080 -0.318699 0.075 -0.032 0.090
H -0.939543 1.601603 0.889049 0.043 -0.007 -0.003
P 2.531739 1.798053 -0.160154 -0.041 0.219 -0.066
Cl -5.119458 -8.224883 4.322159 -0.009 -0.005 0.004
```
Forces are in eV/Å.

Output
M, g mol⁻¹: 434.8
LUMO energy, eV: 2.07
Charge: -1
HOMO-LUMO gap, eV: 5.379
Spin multiplicity: 1
Calculated total energy, Eh: -4376.69669
HOMO level, eV: -3.31

Here are the Mulliken charges for atoms 1 to 6, given in e: atom 1 (H): -0.056, atom 2 (H): 0.283, atom 3 (H): -0.297, atom 4 (H): 0.271, atom 5 (H): 0.359, atom 6 (Cl): -0.178



The following is a DFT calculation (wB97M-V/def2-TZVPD) of the ion C6H12NO with charge +1 at a distorted geometry.

```
20
Properties=species:S:1:pos:R:3:forces:R:3
H -1.405924 -1.074156 -1.637979 0.199 0.777 0.901
H -2.807181 -1.421366 0.400840 -0.820 -1.985 0.540
H -1.994479 0.027333 1.152531 -0.230 -0.841 0.268
H 3.573945 -0.036537 -0.250394 -1.469 -1.691 0.242
C 1.875858 1.226153 -0.239959 -2.806 -1.231 2.040
O 1.814753 -1.185594 0.143005 3.863 -0.775 0.213
C -1.383111 -0.273111 -0.842507 -1.949 0.512 -0.593
H -3.200554 0.286533 0.029884 -0.666 -0.858 0.151
H -1.646517 0.715555 -1.353887 0.747 -1.382 0.484
H 0.123306 -2.292308 0.075392 -0.464 -1.072 -1.453
C 2.434482 -0.124932 -0.149608 0.629 1.022 0.002
H 0.325686 1.187871 1.395258 0.095 -0.471 0.580
H -0.365032 1.889394 -0.033788 1.443 -1.164 0.222
H 0.269763 -1.425591 1.520269 0.633 0.509 -0.934
N -0.114093 -0.160471 -0.205564 0.197 -1.979 -0.749
C 0.414154 -1.340260 0.396786 -0.616 3.170 1.617
C -2.442871 -0.466830 0.278867 0.734 3.888 -1.241
C 0.342140 1.051297 0.322156 0.184 2.903 -0.434
H 1.605005 1.498909 -1.213462 0.413 0.421 -1.867
H 2.580677 1.918113 0.212153 -0.117 0.246 0.011
```
Forces are in eV/Å.

Output
M, g mol⁻¹: 114.2
LUMO energy, eV: -5.28
Charge: +1
HOMO-LUMO gap, eV: 7.839
Spin multiplicity: 1
Calculated total energy, Eh: -365.44830
Energy above the lowest of the compared OMol25 structures with the same formula, charge and spin, kcal/mol: 63.4
HOMO level, eV: -13.12

Here are the Mulliken charges for atoms 1 to 6, given in e: atom 1 (H): 0.330, atom 2 (H): 0.348, atom 3 (H): 0.322, atom 4 (H): 0.358, atom 5 (C): -0.577, atom 6 (O): -0.266



Q: Look up the spin multiplicity of the second one.
A: 1



Q: Which value of LUMO energy does entry 1 give?
A: 2.07 eV



Copy entry 1 word for word.
The following is a DFT calculation (wB97M-V/def2-TZVPD) of a cluster of 5 separate species, C7H20Cl8OP in total.

```
37
Properties=species:S:1:pos:R:3:forces:R:3
H 2.855899 2.919601 0.793885 0.009 -0.041 -0.065
H -5.091292 -1.859812 2.743193 0.009 0.003 -0.005
H 1.239768 2.527736 -0.514362 0.020 -0.068 0.033
H -5.609148 -7.497761 2.146912 0.001 0.007 0.002
H 3.047386 3.857842 -1.447415 0.016 -0.016 0.033
Cl -2.146646 -0.537427 -3.462118 0.012 -0.003 0.002
H 2.747328 2.454946 -2.523492 -0.008 0.021 0.014
Cl -7.738070 -7.644504 3.117827 -0.002 -0.007 0.008
Cl -0.273106 -0.422413 1.875530 -0.224 -0.153 0.108
C 6.775856 2.340353 -0.829523 0.068 -0.100 -0.077
H 4.974871 3.100564 0.078464 0.036 -0.058 -0.016
H -2.837719 1.477779 -2.490585 -0.003 -0.008 -0.008
Cl -0.508205 1.735207 -2.533539 -0.121 -0.009 -0.079
C -6.008779 -7.270059 3.127450 0.006 0.001 -0.016
H 7.379622 2.635222 0.032373 0.005 0.022 -0.025
H 3.824047 1.136105 0.136109 -0.065 0.001 -0.003
Cl -2.841205 0.237530 0.597102 -0.059 0.069 -0.039
H 2.158627 0.682652 -1.099248 -0.001 0.017 0.057
C -5.198391 -2.309900 1.764482 0.031 0.014 0.009
C -1.080621 0.553431 0.657390 0.218 0.021 -0.058
C 5.491422 3.135655 -0.883837 -0.190 0.186 -0.034
C -2.058053 1.219915 -3.198178 0.048 0.051 0.013
H -4.456833 -1.930762 1.072813 -0.004 -0.021 -0.001
H 7.370320 2.483979 -1.735512 -0.027 -0.003 0.011
H 1.868390 1.095182 0.925178 0.038 -0.024 0.023
H 5.705675 4.196810 -1.102097 0.009 -0.013 0.076
O 4.662859 2.620873 -1.903933 0.100 -0.174 0.009
Cl -4.948942 -4.057668 1.934528 0.016 0.009 -0.022
H 6.535871 1.279156 -0.746240 0.006 0.034 0.060
Cl -6.808687 -1.925374 1.145004 -0.002 -0.001 -0.002
C 3.274116 2.790950 -1.623749 0.003 0.089 -0.063
H -5.889857 -6.221673 3.368846 -0.015 -0.014 0.021
H -2.214082 1.703012 -4.155617 0.002 -0.008 0.009
H -0.675158 0.318080 -0.318699 0.075 -0.032 0.090
H -0.939543 1.601603 0.889049 0.043 -0.007 -0.003
P 2.531739 1.798053 -0.160154 -0.041 0.219 -0.066
Cl -5.119458 -8.224883 4.322159 -0.009 -0.005 0.004
```
Forces are in eV/Å.

Output
M, g mol⁻¹: 434.8
LUMO energy, eV: 2.07
Charge: -1
HOMO-LUMO gap, eV: 5.379
Spin multiplicity: 1
Calculated total energy, Eh: -4376.69669
HOMO level, eV: -3.31

Here are the Mulliken charges for atoms 1 to 6, given in e: atom 1 (H): -0.056, atom 2 (H): 0.283, atom 3 (H): -0.297, atom 4 (H): 0.271, atom 5 (H): 0.359, atom 6 (Cl): -0.178



Q: HOMO level of number 1 (C7H20Cl8OP)?
A: -3.31 eV